Molecular formula: C62H128N7O4
Method: DFT, ωB97M-V/def2-TZVPD

Last column: Mulliken charge in e.
Positions of all 201 atoms, in Å:
C (-0.887, 0.937, -1.637)  -0.35
C (-1.672, 1.286, -0.683)  0.29
C (-1.523, 0.609, 0.731)  0.47
O (-2.355, 0.812, 1.688)  -0.80
C (-0.489, -0.216, 1.023)  -0.81
C (0.535, -0.515, 0.016)  0.47
C (0.339, 0.078, -1.495)  0.46
O (1.093, -0.068, -2.481)  -0.77
O (1.546, -1.159, 0.345)  -0.81
O (-2.613, 2.140, -0.996)  -0.87
H (-0.932, 1.420, -2.602)  0.34
H (-0.334, -0.531, 2.044)  0.42
C (-9.072, 1.728, -6.177)  -1.42
C (-8.817, 0.590, -5.258)  -0.16
C (-8.355, 1.025, -3.809)  -0.62
N (-8.210, -0.192, -2.790)  0.19
C (-6.883, -0.850, -3.008)  -1.06
C (-9.397, -1.281, -2.808)  -0.61
C (-9.396, -1.921, -1.453)  -0.77
C (-8.837, -0.787, -0.588)  -0.58
C (-8.342, 0.359, -1.423)  -0.75
H (-9.713, 2.464, -5.692)  0.37
H (-9.659, 1.310, -6.995)  0.39
H (-8.220, 2.260, -6.602)  0.31
H (-8.147, -0.014, -5.870)  0.32
H (-9.736, 0.006, -5.242)  0.36
H (-9.164, 1.571, -3.323)  0.30
H (-7.405, 1.550, -3.715)  0.42
H (-6.729, -1.708, -2.353)  0.40
H (-6.033, -0.174, -2.922)  0.46
H (-6.842, -1.238, -4.026)  0.35
H (-9.166, -1.927, -3.656)  0.44
H (-10.357, -0.775, -2.899)  0.40
H (-8.811, -2.841, -1.428)  0.35
H (-10.413, -2.226, -1.207)  0.33
H (-7.949, -1.223, -0.129)  0.23
H (-9.389, -0.420, 0.277)  0.46
H (-7.351, 0.731, -1.167)  0.51
H (-9.101, 1.131, -1.290)  0.38
C (8.827, -2.160, 4.688)  -1.42
C (8.206, -0.745, 4.530)  -0.19
C (6.673, -0.836, 4.605)  -0.67
N (5.959, 0.564, 4.830)  0.08
C (6.304, 1.574, 3.722)  -1.13
C (4.391, 0.422, 4.802)  -0.65
C (3.997, 0.003, 6.218)  -0.52
C (4.972, 0.597, 7.144)  -0.59
C (6.200, 1.003, 6.299)  -0.59
H (8.764, -2.513, 5.717)  0.39
H (9.889, -2.251, 4.457)  0.39
H (8.277, -2.947, 4.172)  0.35
H (8.606, -0.271, 3.633)  0.35
H (8.556, -0.144, 5.369)  0.29
H (6.465, -1.381, 5.525)  0.23
H (6.169, -1.159, 3.694)  0.48
H (7.343, 1.840, 3.916)  0.42
H (5.657, 2.438, 3.875)  0.46
H (6.089, 1.064, 2.783)  0.39
H (3.981, 1.385, 4.499)  0.37
H (4.126, -0.266, 4.000)  0.46
H (3.086, 0.573, 6.404)  0.32
H (3.955, -1.073, 6.383)  0.37
H (4.698, 1.541, 7.615)  0.31
H (5.157, -0.155, 7.911)  0.31
H (6.306, 2.083, 6.203)  0.45
H (7.192, 0.708, 6.639)  0.34
C (-4.165, -5.004, 2.398)  -1.52
C (-3.210, -5.999, 1.718)  -0.13
C (-2.415, -5.569, 0.398)  -0.70
N (-1.208, -6.544, 0.000)  0.25
C (-1.937, -7.879, -0.425)  -0.98
C (-0.162, -6.885, 1.139)  -0.77
C (1.266, -7.174, 0.645)  -0.75
C (1.262, -6.577, -0.772)  -0.48
C (-0.217, -6.047, -1.033)  -0.80
H (-5.000, -4.780, 1.735)  0.35
H (-3.818, -3.983, 2.557)  0.40
H (-4.607, -5.211, 3.373)  0.36
H (-3.934, -6.801, 1.578)  0.31
H (-2.405, -6.284, 2.396)  0.27
H (-1.939, -4.593, 0.495)  0.50
H (-2.980, -5.468, -0.529)  0.46
H (-2.600, -8.027, 0.427)  0.38
H (-1.237, -8.710, -0.337)  0.37
H (-2.414, -7.634, -1.373)  0.34
H (-0.482, -7.646, 1.851)  0.41
H (-0.153, -5.858, 1.504)  0.52
H (1.392, -8.253, 0.556)  0.32
H (2.019, -6.734, 1.300)  0.39
H (1.605, -7.286, -1.526)  0.38
H (1.812, -5.648, -0.623)  0.29
H (-0.577, -6.320, -2.026)  0.32
H (-0.213, -4.957, -1.012)  0.48
C (0.529, -2.224, -7.452)  -1.51
C (0.061, -1.142, -8.450)  -0.23
C (-0.194, 0.280, -7.807)  -0.77
N (-0.601, 1.346, -8.888)  0.25
C (0.358, 1.270, -10.129)  -1.17
C (-0.543, 2.777, -8.166)  -0.60
C (-2.040, 3.267, -8.122)  -0.50
C (-2.854, 2.016, -8.274)  -0.63
C (-2.051, 1.176, -9.348)  -0.52
H (-0.087, -2.462, -6.585)  0.38
H (1.527, -1.960, -7.102)  0.35
H (0.648, -3.165, -7.988)  0.40
H (-0.841, -1.559, -8.898)  0.30
H (0.870, -1.210, -9.177)  0.30
H (0.776, 0.572, -7.405)  0.45
H (-0.876, 0.231, -6.959)  0.40
H (0.160, 0.342, -10.665)  0.44
H (1.417, 1.357, -9.888)  0.33
H (0.059, 2.123, -10.739)  0.52
H (0.180, 3.437, -8.646)  0.40
H (-0.104, 2.658, -7.175)  0.31
H (-2.176, 4.099, -8.813)  0.34
H (-2.317, 3.629, -7.132)  0.34
H (-3.837, 2.300, -8.649)  0.42
H (-3.092, 1.418, -7.394)  0.33
H (-2.129, 1.516, -10.380)  0.44
H (-2.303, 0.117, -9.291)  0.23
C (-4.559, -1.267, 14.424)  -1.24
C (-4.290, -1.852, 12.916)  -0.37
C (-4.935, -0.902, 11.966)  -0.63
N (-4.787, -1.321, 10.474)  0.11
C (-5.735, -2.543, 10.245)  -0.90
C (-5.159, -0.132, 9.598)  -0.51
C (-4.596, -0.472, 8.256)  -0.67
C (-3.469, -1.569, 8.489)  -0.67
C (-3.384, -1.610, 10.000)  -0.66
H (-4.292, -0.211, 14.480)  0.35
H (-3.922, -1.591, 15.247)  0.38
H (-5.608, -1.474, 14.636)  0.36
H (-4.754, -2.837, 12.958)  0.27
H (-3.245, -2.040, 12.671)  0.41
H (-4.434, 0.065, 12.016)  0.32
H (-6.012, -0.906, 12.135)  0.34
H (-5.201, -3.429, 10.588)  0.40
H (-5.967, -2.706, 9.192)  0.39
H (-6.650, -2.368, 10.811)  0.32
H (-6.208, 0.138, 9.479)  0.34
H (-4.645, 0.749, 9.984)  0.39
H (-5.313, -0.739, 7.479)  0.34
H (-4.069, 0.376, 7.818)  0.33
H (-3.888, -2.480, 8.061)  0.31
H (-2.467, -1.366, 8.111)  0.40
H (-3.089, -2.586, 10.386)  0.44
H (-2.799, -0.846, 10.513)  0.45
C (7.809, -3.521, -1.454)  -1.39
C (7.474, -2.023, -1.773)  -0.56
C (8.287, -1.253, -2.799)  -0.56
N (7.610, -0.151, -3.650)  0.21
C (6.772, 0.818, -2.734)  -1.04
C (6.794, -0.861, -4.838)  -0.44
C (7.773, -1.031, -5.930)  -0.76
C (8.716, 0.176, -5.819)  -0.57
C (8.625, 0.773, -4.387)  -0.43
H (7.198, -4.055, -0.726)  0.36
H (8.848, -3.543, -1.123)  0.35
H (7.915, -4.001, -2.427)  0.37
H (7.547, -1.546, -0.796)  0.35
H (6.396, -2.012, -1.934)  0.41
H (8.653, -1.985, -3.519)  0.32
H (9.104, -0.782, -2.252)  0.42
H (6.452, 1.573, -3.452)  0.44
H (7.450, 1.305, -2.034)  0.40
H (5.953, 0.424, -2.133)  0.37
H (6.247, 0.037, -5.123)  0.36
H (6.222, -1.706, -4.453)  0.37
H (7.313, -1.314, -6.877)  0.46
H (8.318, -1.975, -5.947)  0.35
H (8.389, 0.929, -6.537)  0.35
H (9.743, -0.026, -6.120)  0.37
H (8.329, 1.806, -4.567)  0.28
H (9.617, 0.676, -3.946)  0.21
C (4.666, 6.844, -0.634)  -1.29
C (3.120, 6.528, -0.680)  -0.14
C (2.278, 7.748, -0.639)  -0.91
N (0.744, 7.619, -0.776)  0.18
C (0.284, 6.910, 0.535)  -0.96
C (0.211, 7.063, -2.096)  -0.68
C (0.400, 8.166, -3.109)  -0.66
C (-0.009, 9.411, -2.373)  -0.50
C (0.126, 9.031, -0.881)  -0.59
H (4.965, 7.286, 0.317)  0.35
H (4.761, 7.683, -1.324)  0.35
H (5.362, 6.102, -1.026)  0.33
H (2.887, 5.934, 0.203)  0.23
H (2.959, 5.893, -1.551)  0.29
H (2.568, 8.304, -1.530)  0.44
H (2.589, 8.396, 0.181)  0.36
H (-0.764, 6.695, 0.326)  0.41
H (0.327, 7.695, 1.290)  0.42
H (0.758, 5.994, 0.885)  0.31
H (-0.860, 6.922, -1.948)  0.45
H (0.578, 6.046, -2.235)  0.51
H (-0.269, 7.981, -3.949)  0.42
H (1.420, 8.235, -3.488)  0.30
H (-1.042, 9.600, -2.667)  0.33
H (0.615, 10.253, -2.671)  0.29
H (-0.849, 9.046, -0.396)  0.42
H (0.811, 9.627, -0.278)  0.32

For the energy relative to the best compared isomer or geometry (same formula, charge and spin), the calculation gives 108.4 kcal/mol. The calculated total energy comes out at -3121.39419 Ha. Its net charge is +5. As for the HOMO energy: -11.3 eV. Its HOMO-LUMO gap is 4.13 eV.